(1)
ORCA calculation (ωB97M-V with the def2-TZVPD basis set) on a cluster of 6 separate species, C32H39F5N6Si in total in a non-equilibrium geometry.

## Properties
net charge = 0
SMILES = CCN[SiH2]CCCC(F)(F)C(F)(F)F.c1ccncc1.c1ccncc1.c1ccncc1.c1ccncc1.c1ccncc1
spin multiplicity = 1

Structure (XYZ):
```
83
C32H39F5N6Si | the Open Molecules 2025 dataset | ωB97M-V with the def2-TZVPD basis set
C -0.533 1.533 5.369
C -0.139 0.250 4.625
N 1.262 0.330 4.150
Si 1.519 -0.461 2.602
C 1.006 0.724 1.218
C 1.452 0.244 -0.161
C 0.676 -0.969 -0.690
C -0.380 -0.680 -1.717
F -1.226 -1.730 -1.741
F 0.115 -0.588 -2.935
C -1.278 0.534 -1.440
F -0.686 1.669 -1.597
F -1.798 0.430 -0.248
F -2.286 0.506 -2.296
H -0.866 1.313 6.377
H 0.310 2.190 5.468
H -1.350 2.048 4.882
H -0.825 0.071 3.802
H -0.267 -0.580 5.308
H 1.822 -0.178 4.830
H 0.637 -1.656 2.536
H 2.944 -0.824 2.485
H -0.070 0.846 1.303
H 1.475 1.678 1.436
H 2.482 -0.075 -0.054
H 1.492 1.048 -0.878
H 0.232 -1.571 0.089
H 1.391 -1.613 -1.185
C -5.251 4.013 0.720
C -4.338 3.032 0.369
C -3.022 3.181 0.779
N -2.582 4.218 1.491
C -3.473 5.151 1.819
C -4.812 5.097 1.462
H -6.288 3.934 0.421
H -4.638 2.169 -0.211
H -2.278 2.443 0.531
H -3.086 5.984 2.396
H -5.491 5.885 1.758
C 0.208 3.015 -4.476
C 0.988 3.596 -5.461
C 0.716 4.911 -5.815
N -0.253 5.644 -5.267
C -0.991 5.064 -4.322
C -0.802 3.760 -3.891
H 0.384 1.991 -4.168
H 1.784 3.045 -5.938
H 1.303 5.410 -6.579
H -1.773 5.683 -3.893
H -1.431 3.341 -3.121
C 5.239 -0.483 -4.864
C 5.555 0.496 -5.792
C 4.537 1.314 -6.256
N 3.268 1.213 -5.862
C 2.983 0.264 -4.971
C 3.925 -0.604 -4.442
H 6.005 -1.142 -4.477
H 6.567 0.623 -6.149
H 4.740 2.096 -6.980
H 1.943 0.201 -4.671
H 3.635 -1.355 -3.720
C -4.624 -3.609 -0.092
C -3.244 -3.548 -0.197
C -2.488 -4.347 0.647
N -3.010 -5.169 1.556
C -4.337 -5.212 1.642
C -5.187 -4.459 0.846
H -5.252 -3.002 -0.732
H -2.766 -2.899 -0.913
H -1.403 -4.334 0.598
H -4.734 -5.889 2.392
H -6.259 -4.537 0.960
C 3.218 -5.710 5.036
C 3.981 -5.133 4.035
C 3.678 -3.839 3.642
N 2.691 -3.119 4.170
C 1.966 -3.691 5.130
C 2.187 -4.976 5.598
H 3.423 -6.719 5.372
H 4.794 -5.672 3.568
H 4.251 -3.345 2.863
H 1.166 -3.081 5.538
H 1.567 -5.389 6.382
```

Atomic partial charges in e from the Mulliken method, atoms 1 to 4: -1.2290, -0.0725, -0.2912, 0.3644


(2)
ORCA calculation (ωB97M-V with the def2-TZVPD basis set) on a structure of composition C32H40AuBN4O2 in a non-equilibrium geometry.

## Properties
net charge = 0
spin multiplicity = 1

Structure (XYZ):
```
80
C32H40AuBN4O2 | the Open Molecules 2025 dataset | ωB97M-V with the def2-TZVPD basis set
Au 0.017 -0.489 -0.080
C -3.640 -0.995 -3.320
C -3.893 -0.130 -2.083
C -5.142 0.738 -2.245
C -3.993 -1.006 -0.861
C -4.940 -2.011 -0.793
C -4.985 -2.880 0.285
C -4.060 -2.774 1.312
C -3.088 -1.792 1.291
C -2.062 -1.666 2.386
C -2.578 -0.761 3.507
C -1.610 -3.021 2.928
C -3.091 -0.861 0.222
N -2.155 0.131 0.212
C -2.414 1.436 0.108
O -3.499 1.963 0.301
C -1.185 2.258 -0.169
C -1.254 3.629 -0.393
C -0.073 4.330 -0.583
C 1.136 3.654 -0.568
C 1.120 2.278 -0.367
N -0.020 1.627 -0.179
C 2.383 1.466 -0.417
O 3.460 1.988 -0.661
N 2.188 0.180 -0.134
C 3.064 -0.836 -0.421
C 3.789 -1.480 0.604
C 4.638 -2.513 0.248
C 4.749 -2.940 -1.066
C 3.996 -2.335 -2.058
C 3.134 -1.298 -1.759
C 2.228 -0.718 -2.820
C 1.324 -1.813 -3.396
C 3.023 -0.020 -3.925
C 3.660 -1.114 2.064
C 2.230 -1.352 2.555
C 4.119 0.312 2.383
H -3.523 -0.366 -4.199
H -4.471 -1.674 -3.491
H -2.733 -1.582 -3.189
H -3.033 0.537 -1.973
H -6.032 0.120 -2.334
H -5.053 1.353 -3.138
H -5.246 1.393 -1.383
H -5.651 -2.133 -1.597
H -5.728 -3.666 0.312
H -4.096 -3.472 2.133
H -1.179 -1.178 1.957
H -3.467 -1.193 3.961
H -2.827 0.226 3.121
H -1.817 -0.650 4.276
H -2.364 -3.450 3.582
H -0.695 -2.897 3.503
H -1.408 -3.707 2.108
H -2.222 4.108 -0.406
H -0.096 5.398 -0.736
H 2.086 4.145 -0.714
H 5.208 -3.006 1.020
H 5.399 -3.766 -1.309
H 4.071 -2.696 -3.072
H 1.575 0.033 -2.361
H 1.911 -2.571 -3.906
H 0.621 -1.384 -4.107
H 0.759 -2.294 -2.601
H 3.665 -0.727 -4.445
H 3.637 0.771 -3.501
H 2.341 0.424 -4.648
H 4.316 -1.798 2.616
H 1.548 -0.608 2.147
H 2.196 -1.288 3.640
H 1.887 -2.338 2.249
H 3.440 1.054 1.973
H 5.111 0.493 1.976
H 4.160 0.444 3.463
B 0.174 -5.148 -0.197
C 0.123 -3.625 -0.174
N 0.079 -2.466 -0.180
H 0.980 -5.470 -1.022
H 0.441 -5.534 0.899
H -0.889 -5.529 -0.604
```

Atomic partial charges in e from the Mulliken method, atoms 1 to 4: 1.0482, -1.4953, 0.8705, -1.5829


(3)
ORCA calculation (ωB97M-V with the def2-TZVPD basis set) on a structure of composition C32H40BN11PtS.

## Properties
net charge = +3
spin multiplicity = 6

Structure (XYZ):
```
86
C32H40BN11PtS | the Open Molecules 2025 dataset | ωB97M-V with the def2-TZVPD basis set
Pt -1.121 -0.647 0.079
C 1.818 -2.282 1.325
C 1.729 -0.809 1.553
C 2.616 0.011 2.262
C 2.069 1.270 2.213
N 0.930 1.220 1.492
N 0.717 -0.068 1.101
B -0.238 2.206 1.287
N -1.488 1.673 2.015
C -2.064 1.967 3.202
C -3.206 1.220 3.341
C -3.289 0.449 2.174
C -4.344 -0.524 1.774
N -2.248 0.731 1.389
N -0.529 2.392 -0.216
C -0.752 3.526 -0.914
C -1.206 3.189 -2.165
C -1.263 1.791 -2.171
C -1.738 0.899 -3.271
N -0.842 1.321 -0.994
N 0.093 3.645 1.843
C -0.839 4.640 2.300
C -0.160 5.781 2.505
C 1.188 5.477 2.166
C 2.372 6.327 2.192
N 1.267 4.136 1.737
H 2.816 -2.556 0.982
H 1.641 -2.821 2.257
H 1.080 -2.623 0.601
H 3.529 -0.284 2.750
H 2.433 2.192 2.630
H -1.623 2.676 3.886
H -3.899 1.233 4.165
H -5.268 0.008 1.542
H -4.051 -1.088 0.891
H -4.560 -1.218 2.586
H -0.577 4.503 -0.494
H -1.473 3.857 -2.967
H -2.103 1.497 -4.103
H -0.939 0.259 -3.653
H -2.557 0.266 -2.929
H -1.886 4.406 2.409
H -0.538 6.725 2.860
H 2.293 7.094 2.962
H 3.288 5.747 2.294
H 2.431 6.861 1.230
C -1.390 -2.556 4.257
C -2.103 -3.721 4.006
C -2.480 -4.023 2.708
C -2.136 -3.151 1.685
N -1.440 -2.038 1.942
C -1.077 -1.739 3.189
C -2.486 -3.323 0.263
C -3.303 -4.337 -0.211
C -3.587 -4.438 -1.569
C -3.046 -3.534 -2.471
C -2.215 -2.516 -2.016
C -1.986 -2.379 -0.647
H -1.080 -2.286 5.257
H -2.363 -4.390 4.815
H -3.032 -4.928 2.500
H -0.523 -0.816 3.324
H -3.735 -5.057 0.472
H -4.224 -5.238 -1.923
H -3.261 -3.621 -3.527
H -1.794 -1.828 -2.736
C 4.012 1.223 -4.494
C 3.964 1.137 -2.977
N 2.753 0.451 -2.480
C 2.588 -0.861 -2.473
S 0.963 -1.448 -2.155
N 3.551 -1.718 -2.711
C 3.369 -3.185 -2.790
C 3.156 -3.663 -4.213
H 4.923 1.734 -4.801
H 3.162 1.785 -4.880
H 4.009 0.235 -4.958
H 3.955 2.125 -2.521
H 4.836 0.625 -2.567
H 1.940 1.015 -2.274
H 4.465 -1.356 -2.946
H 2.529 -3.447 -2.139
H 4.255 -3.632 -2.344
H 2.233 -3.266 -4.637
H 3.100 -4.750 -4.226
H 3.989 -3.366 -4.851
```

Atomic partial charges in e from the natural (NBO) method, atoms 1 to 4: 1.2949, -0.6605, 0.2095, -0.3256


(4)
ORCA calculation (ωB97M-V with the def2-TZVPD basis set) on a structure of composition C32H40HfN3O4P2 in a non-equilibrium geometry.

## Properties
net charge = +1
spin multiplicity = 1

Structure (XYZ):
```
82
C32H40HfN3O4P2 | the Open Molecules 2025 dataset | ωB97M-V with the def2-TZVPD basis set
C -2.958 -4.223 -0.807
C -1.949 -3.347 -1.201
N -2.089 -2.017 -0.966
C -3.211 -1.513 -0.399
C -4.245 -2.361 -0.022
C -4.124 -3.733 -0.226
C -0.651 -3.871 -1.807
P 0.845 -2.843 -1.509
Hf -0.342 -0.621 -1.270
P -2.245 1.063 -1.174
C -3.278 -0.013 -0.078
C 1.260 0.604 -2.334
C 2.455 0.689 -1.628
C 3.464 1.543 -2.087
C 3.293 2.284 -3.254
C 2.083 2.195 -3.942
C 1.048 1.367 -3.477
O -0.625 -3.908 -4.682
O 0.352 -1.455 -5.170
H -2.779 -5.291 -0.915
H -5.118 -1.920 0.453
H -4.924 -4.409 0.071
C 1.586 -3.291 0.085
C 2.097 -3.140 -2.777
H -4.303 0.372 -0.145
H -2.975 0.153 0.972
H -0.740 -4.029 -2.919
H -0.392 -4.846 -1.373
C -1.859 2.615 -0.315
C -3.271 1.476 -2.613
H 2.612 0.117 -0.708
H 4.374 1.622 -1.502
H 4.096 2.924 -3.618
H 1.935 2.769 -4.851
H 0.074 1.333 -3.976
H -0.224 -1.097 -4.441
H 1.138 -0.882 -5.162
H -0.172 -3.097 -5.042
H -1.466 -4.005 -5.156
H -0.777 -0.790 -2.982
H 2.019 -4.299 0.095
H 2.395 -2.573 0.293
H 0.857 -3.196 0.903
H 2.452 -4.181 -2.784
H 1.689 -2.881 -3.766
H 2.954 -2.476 -2.590
H -4.148 2.092 -2.366
H -2.651 2.030 -3.335
H -3.611 0.558 -3.113
H -2.742 3.238 -0.125
H -1.341 2.424 0.638
H -1.161 3.177 -0.955
O -0.898 -1.987 1.849
C -0.382 -0.874 1.943
N -0.115 -0.162 3.091
C 0.604 1.063 2.838
C 0.777 1.012 1.334
O 1.362 1.844 0.631
N 0.109 -0.092 0.871
C -0.262 2.280 3.106
C 0.220 3.543 2.745
C -0.566 4.673 2.975
C -1.840 4.528 3.534
C -2.330 3.260 3.853
C -1.544 2.125 3.631
C 1.958 1.041 3.506
C 2.303 1.972 4.488
C 3.546 1.870 5.122
C 4.415 0.830 4.793
C 4.055 -0.106 3.816
C 2.824 0.005 3.161
H -0.326 -0.562 4.000
H 1.209 3.618 2.283
H -0.162 5.652 2.715
H -2.449 5.409 3.725
H -3.320 3.124 4.287
H -1.913 1.124 3.875
H 1.591 2.760 4.746
H 3.798 2.611 5.880
H 5.372 0.747 5.305
H 4.722 -0.929 3.563
H 2.537 -0.718 2.389
```

Atomic partial charges in e from the Mulliken method, atoms 1 to 4: -0.8129, 0.7523, 0.5363, 0.8632


(5)
ORCA calculation (ωB97M-V with the def2-TZVPD basis set) on a structure of composition C32H40N5OP2V in a non-equilibrium geometry.

## Properties
ΔE to the lowest compared entry with this formula, charge and spin = 1.908 eV
net charge = 0
spin multiplicity = 5

Structure (XYZ):
```
81
C32H40N5OP2V | the Open Molecules 2025 dataset | ωB97M-V with the def2-TZVPD basis set
V 0.117 -0.953 -1.730
C -1.513 1.547 -1.576
C -1.587 0.456 -2.429
C -0.849 0.461 -3.743
C 0.594 -0.030 -3.799
C 1.774 0.921 -3.562
C 1.726 2.086 -2.903
C 0.496 2.917 -2.794
C -0.547 2.668 -1.653
C -0.266 -3.027 -1.557
H -2.209 1.578 -0.733
H -2.351 -0.347 -2.314
H -0.913 1.455 -4.177
H -1.454 -0.184 -4.429
H 0.688 -1.130 -3.387
H 0.701 -0.221 -4.897
H 2.736 0.450 -3.819
H 2.575 2.453 -2.333
H 0.007 2.974 -3.774
H 0.847 3.939 -2.571
H -0.036 2.764 -0.676
H -1.193 3.560 -1.732
H -0.829 -2.855 -0.622
H 0.648 -3.635 -1.433
H -0.914 -3.336 -2.392
P 1.634 -0.765 -6.772
P -1.940 -0.429 -6.553
N 3.041 0.194 -7.189
N 2.135 -2.164 -7.783
N -2.168 1.271 -6.875
N -3.531 -0.755 -7.294
C 0.485 0.037 -7.990
C -0.871 -0.707 -8.013
C 4.154 0.344 -6.349
C 5.088 1.145 -6.990
C 4.575 1.441 -8.294
C 3.319 0.870 -8.380
C 2.340 -3.479 -7.348
C 2.765 -4.252 -8.424
C 2.855 -3.379 -9.562
C 2.442 -2.120 -9.149
C -2.607 2.081 -5.822
C -2.584 3.396 -6.243
C -2.201 3.400 -7.625
C -1.921 2.085 -7.976
C -4.146 -0.210 -8.431
C -5.171 -1.054 -8.829
C -5.209 -2.138 -7.887
C -4.214 -1.925 -6.956
H 0.865 0.059 -9.034
H 0.350 1.088 -7.677
H -1.421 -0.463 -8.940
H -0.665 -1.794 -7.994
H 4.162 -0.135 -5.382
H 6.027 1.492 -6.586
H 5.059 1.975 -9.098
H 2.605 0.891 -9.186
H 2.172 -3.741 -6.318
H 2.985 -5.309 -8.426
H 3.194 -3.632 -10.556
H 2.329 -1.206 -9.709
H -2.899 1.618 -4.895
H -2.817 4.244 -5.613
H -2.172 4.262 -8.280
H -1.553 1.657 -8.894
H -3.827 0.733 -8.853
H -5.792 -0.932 -9.704
H -5.881 -2.984 -7.916
H -3.906 -2.458 -6.073
O 0.985 -0.097 -0.323
N 0.527 0.053 0.986
C -0.793 -0.091 1.288
C -1.224 0.246 2.566
C -0.308 0.660 3.531
C 1.014 0.897 3.153
C 1.438 0.518 1.887
H -1.490 -0.386 0.486
H -2.295 0.208 2.743
H -0.628 0.793 4.558
H 1.750 1.341 3.816
H 2.479 0.569 1.567
```

Atomic partial charges in e from the Mulliken method, atoms 1 to 4: 0.2238, -0.6047, -0.6662, 0.7645


(6)
ORCA calculation (ωB97M-V with the def2-TZVPD basis set) on a cluster of 8 separate species, C32H40N8 in total in a non-equilibrium geometry.

## Properties
ΔE to the lowest compared entry with this formula, charge and spin = 17.408 eV
net charge = 0
SMILES = c1cc[nH]c1.c1cc[nH]c1.c1cc[nH]c1.c1cc[nH]c1.c1cc[nH]c1.c1cc[nH]c1.c1cc[nH]c1.c1cc[nH]c1
spin multiplicity = 1

Structure (XYZ):
```
80
C32H40N8 | the Open Molecules 2025 dataset | ωB97M-V with the def2-TZVPD basis set
C -0.177 0.263 1.074
C -1.177 -0.408 0.157
C -0.217 -1.094 -0.839
N 1.159 -0.921 -0.469
C 1.264 -0.113 0.664
H -0.245 0.845 1.986
H -2.183 -0.401 0.048
H -0.311 -1.789 -1.558
H 2.015 -1.340 -0.989
H 2.301 0.109 1.341
C -3.673 1.273 -1.989
C -2.993 2.304 -1.212
C -3.625 3.644 -1.921
N -4.393 3.310 -2.849
C -4.493 1.979 -3.007
H -3.891 0.147 -1.782
H -2.331 2.230 -0.498
H -3.457 4.874 -1.640
H -4.879 3.986 -3.526
H -5.250 1.553 -3.737
C 0.098 -4.798 3.316
C 1.273 -4.226 4.221
C 1.415 -2.816 3.496
N 0.549 -2.702 2.528
C -0.151 -3.862 2.214
H -0.237 -5.622 3.662
H 1.662 -4.505 5.118
H 2.001 -1.973 3.896
H 0.666 -1.793 2.148
H -0.905 -3.902 1.401
C -0.970 1.142 4.725
C -0.048 2.350 4.816
C 1.138 1.840 5.642
N 0.849 0.643 5.954
C -0.303 0.056 5.425
H -1.724 0.823 4.144
H -0.449 3.360 4.618
H 1.990 2.443 5.781
H 1.695 0.319 6.573
H -0.326 -1.042 5.531
C 4.218 -0.971 -2.006
C 3.158 -1.383 -2.858
C 2.550 -2.709 -2.377
N 3.150 -2.880 -1.112
C 4.120 -2.022 -0.809
H 4.981 -0.251 -1.994
H 2.815 -0.956 -3.737
H 1.865 -3.373 -2.824
H 2.816 -3.730 -0.599
H 4.831 -2.217 0.151
C -0.427 6.761 -0.117
C -0.299 5.874 1.154
C -0.392 4.420 0.704
N -0.489 4.430 -0.658
C -0.518 5.755 -1.251
H -0.532 7.810 -0.254
H -0.258 6.496 2.160
H -0.251 3.549 1.334
H -0.320 3.649 -1.320
H -0.455 5.789 -2.277
C -1.495 -4.248 -1.139
C -1.812 -5.677 -0.664
C -1.173 -6.609 -1.669
N -0.621 -5.868 -2.627
C -0.849 -4.519 -2.393
H -1.685 -3.291 -0.775
H -2.578 -5.893 0.189
H -1.220 -7.727 -1.893
H -0.102 -6.299 -3.466
H -0.420 -3.884 -3.118
C 1.608 3.434 -3.024
C 0.446 3.005 -3.790
C -0.105 1.736 -3.002
N 0.864 1.444 -2.080
C 1.870 2.345 -2.097
H 2.368 4.336 -3.333
H -0.215 3.371 -4.580
H -0.857 1.140 -3.306
H 0.987 0.725 -1.466
H 2.752 2.232 -1.517
```

Atomic partial charges in e from the Mulliken method, atoms 1 to 4: -0.4456, -1.5019, -0.2900, 0.0809


no.,E_tot (eV)
1,-64222.03828
2,-48256.42914
3,-64957.12531
4,-66374.70238
5,-87586.96076
6,-45734.91378